1.
Density functional theory data (ωB97M-V with the def2-TZVPD basis set) for 2 unconnected molecules or ions with the total composition CH2N2O2S in a non-equilibrium geometry.

Geometry (Å):
1 C -0.6570 1.0469 -1.9494
2 N -0.5677 1.4313 -3.0197
3 N 0.5823 -1.1548 0.7387
4 O -1.5242 0.1255 1.2146
5 O 0.6934 1.2869 1.3925
6 S -0.1808 0.3449 0.7637
7 H 1.5725 -1.1652 0.5542
8 H 0.0815 -1.9156 0.3052

Values from the calculation:
- net charge = 0
- E_HOMO (spin up / spin down) (eV) = -11.6 / -10.8
- electronic energy (eV) = -18975.0960
- ΔE to the lowest compared entry with this formula, charge and spin (eV) = 6.232
- F_max (eV/Å) = 4.08

2.
Density functional theory data (ωB97M-V with the def2-TZVPD basis set) for a single CH2N2O2S molecule in a non-equilibrium geometry.

Geometry (Å):
1 C -0.4880 0.1377 -0.1261
2 N 0.4048 1.0573 0.3702
3 N -1.0831 1.2348 0.4562
4 O 1.8825 -1.8523 -0.6345
5 O -0.6498 -1.0731 -0.3961
6 S 0.5152 -2.3481 -0.7988
7 H 0.8314 1.7046 -0.2907
8 H -1.4129 1.1392 1.4199

Values from the calculation:
- net charge = 0
- E_HOMO (spin up / spin down) (eV) = -7.1 / -7.1
- electronic energy (eV) = -18974.4779
- ΔE to the lowest compared entry with this formula, charge and spin (eV) = 6.850
- F_max (eV/Å) = 3.20

net charge of number 1 (CH2N2O2S)?
0

Which formula does entry 2 have?
CH2N2O2S